## 1
Here is a 7-piece molecular cluster, C6H27NO7 overall from the Open Molecules 2025 dataset. Energies are from ωB97M-V/def2-TZVPD.

## Properties
LUMO: 0.25 eV
orbital gap: 0.323 Ha
SMILES: CC[C@@H](C)[C@@H](N)CO.O.O.O.O.O.O

ORCA input file:
```
! wB97M-V def2-TZVPD RIJCOSX def2/J DEFGRID3
* xyz 0 1
C 1.338 1.752 1.997
H 0.471 2.251 2.442
H 0.117 3.236 0.235
H -0.901 -2.140 -0.892
O 0.847 -1.832 3.935
H 1.421 -2.582 3.673
H -0.177 0.743 0.864
H -0.952 2.981 -1.692
H -0.356 1.273 -2.016
C 0.520 2.365 -0.287
H -1.255 -1.910 -3.384
H 0.990 -0.180 -3.946
O -3.096 -0.713 -0.919
H 1.139 -0.951 1.870
C -0.656 2.007 -1.269
N 1.643 2.812 -1.107
H 1.646 1.008 2.714
H 2.333 2.128 -1.377
H -2.155 -1.857 1.889
H 1.482 -1.143 3.776
O -1.757 1.661 -0.447
H -2.623 -1.501 -0.575
O -1.764 -2.157 -2.593
H 2.190 2.427 1.883
H -3.835 -0.447 -0.355
H -1.466 -1.466 3.088
H 2.625 0.461 -0.121
O -2.280 -1.258 2.628
H 1.310 -2.014 0.448
H -2.121 0.792 -0.671
H -0.458 0.065 -4.413
H -2.615 -1.702 -2.632
O 0.119 -0.585 -3.974
H 1.360 -0.242 -0.996
O -1.147 -2.418 0.025
H -0.864 -3.346 0.033
H 2.047 3.677 -0.799
C 0.802 1.197 0.676
C 1.717 -1.159 0.988
C 1.601 0.081 0.017
H 2.757 -1.312 1.283
*
```

=====

## 2
Here is a 8-piece molecular cluster, C6H27NO7 overall from the Open Molecules 2025 dataset. Energies are from ωB97M-V/def2-TZVPD.

## Properties
LUMO: -0.08 eV
orbital gap: 0.282 Ha
SMILES: C=C(CCC)NC.O.O.O.O.O.O.O

ORCA input file:
```
! wB97M-V def2-TZVPD RIJCOSX def2/J DEFGRID3
* xyz 0 1
H 1.160 -3.655 -0.617
C 1.196 0.264 0.029
H -1.518 -1.741 -2.554
O -3.894 1.844 -0.686
H -0.744 -0.184 0.705
H 1.203 4.961 -1.499
H -1.385 -2.201 1.907
H -4.193 1.098 -1.215
H -2.884 0.711 2.636
H 4.472 -2.641 1.118
H 2.106 -0.244 -0.160
H -0.900 -2.788 -3.518
H 3.836 2.724 -2.333
H 1.594 3.578 -2.024
C -0.742 -2.662 1.165
O 0.833 4.130 -1.809
N 0.012 -0.612 0.195
H 0.928 0.936 -0.775
O -1.640 -2.197 -3.392
H -0.693 -3.734 1.278
H 1.370 0.623 1.044
H 4.073 3.423 -0.936
O -0.842 0.039 3.909
C 2.387 -2.662 0.855
O 3.470 2.897 -1.460
H -1.357 3.252 -0.361
C 1.286 -2.655 -0.207
C 3.800 -2.822 0.275
H -0.970 -0.915 3.977
H -0.716 3.405 -1.720
H 4.036 -3.795 -0.148
H 2.259 -3.427 1.614
H 3.998 -2.028 -0.449
O -1.519 3.053 -1.286
H 2.368 -1.704 1.376
H -1.185 0.328 4.763
O -3.842 0.671 2.566
H -3.086 2.145 -1.135
H 1.672 -2.201 -1.123
H -4.034 0.369 1.673
C 0.048 -1.990 0.324
*
```

=====

Of them, 1 has the highest stability.

=====

## 1
Here is the molecule CH3P from the Open Molecules 2025 dataset. Energies are from ωB97M-V/def2-TZVPD.

## Properties
LUMO: -0.23 eV
orbital gap: 0.343 Ha
SMILES: C=P

ORCA input file:
```
! wB97M-V def2-TZVPD RIJCOSX def2/J DEFGRID3
* xyz 0 1
C -0.465 -0.383 -0.132
H -0.724 -1.359 0.104
P 1.254 0.002 -0.129
H 1.273 1.454 0.127
H -1.337 0.287 0.031
*
```

=====

## 2
Here is the molecule CH3P from the Open Molecules 2025 dataset. Energies are from ωB97M-V/def2-TZVPD.

## Properties
LUMO: 0.24 eV
orbital gap: 0.372 Ha
SMILES: C=P

ORCA input file:
```
! wB97M-V def2-TZVPD RIJCOSX def2/J DEFGRID3
* xyz 0 1
C 0.391 0.399 0.005
H 0.568 1.491 0.065
H -0.957 -1.496 0.035
P -1.225 -0.002 -0.003
H 1.223 -0.392 -0.104
*
```

=====

Of them, 2 has the highest stability.

=====

## 1
Here is C3H7IN as an isolated structure from the Open Molecules 2025 dataset. Energies are from ωB97M-V/def2-TZVPD.

## Properties
LUMO: -4.96 eV
orbital gap: 0.344 Ha

ORCA input file:
```
! wB97M-V def2-TZVPD RIJCOSX def2/J DEFGRID3
* xyz 1 1
C -0.483 -0.724 0.604
H 1.911 1.211 -1.183
H -0.298 -0.948 1.644
N 0.433 0.293 0.071
H -0.194 -0.960 -1.675
H -0.402 -1.612 -0.101
H -1.407 0.635 -1.099
C -0.937 0.515 -0.097
C 1.568 0.355 -0.493
H 2.351 -0.372 -0.038
H -1.183 1.398 0.509
I 0.998 -1.131 -2.801
*
```

=====

## 2
Here is an isolated ion of composition C3H7IN and charge +1 from the Open Molecules 2025 dataset. Energies are from ωB97M-V/def2-TZVPD.

## Properties
LUMO: -6.23 eV
orbital gap: 0.282 Ha
SMILES: C[N@H+]1C[C@@H]1I

ORCA input file:
```
! wB97M-V def2-TZVPD RIJCOSX def2/J DEFGRID3
* xyz 1 1
H -0.588 1.322 -0.243
H -2.462 -0.107 -0.066
C -1.405 -0.485 0.315
C 1.034 0.195 0.678
H 0.817 -0.423 1.606
N -0.240 0.370 -0.102
C 0.943 -0.186 -0.652
H -1.285 -0.505 1.449
H -1.196 -1.481 -0.007
H 1.569 1.162 0.751
I 1.764 1.288 -2.726
H 1.049 -1.149 -1.003
*
```

=====

Of them, 1 has the highest stability.

=====

## 1
Here is C36H46N3OP2S2W as an isolated structure from the Open Molecules 2025 dataset. Energies are from ωB97M-V/def2-TZVPD.

## Properties
LUMO (spin up / spin down): -10.63 / -11.88 eV
orbital gap (spin up / spin down): 0.219 / 0.172 Ha

ORCA input file:
```
! wB97M-V def2-TZVPD RIJCOSX def2/J DEFGRID3
* xyz 3 3
H -8.562 -0.984 -3.618
H -3.390 1.074 2.413
C 1.574 5.889 1.948
C 3.022 1.295 1.337
C 1.525 4.721 2.696
H -2.977 1.785 3.966
C -5.230 -0.999 3.413
H -5.623 2.305 -1.949
C -6.357 0.391 -2.605
C 2.188 -0.865 1.966
H -4.805 -2.999 2.775
H 0.142 4.783 -0.909
N -0.178 -2.091 0.526
H -8.348 0.859 -1.909
H 1.342 0.908 8.123
C -0.255 2.536 -4.337
H 1.992 6.785 2.380
C 1.086 5.912 0.651
C -7.784 0.884 -2.848
H 1.126 6.819 0.069
N -4.264 0.886 -1.354
H -2.510 3.028 -1.867
H 0.902 2.661 2.742
C 3.471 -1.308 2.254
C -2.366 2.967 2.266
H 5.146 1.528 1.469
H -0.555 2.398 7.595
H 3.651 -2.305 2.625
H -6.997 -0.003 2.675
C -0.482 2.366 -1.578
H 1.927 4.700 3.697
C 0.529 4.773 0.100
C 0.653 -0.190 5.008
H 1.782 1.938 -4.060
P -0.537 2.219 0.229
H -6.191 1.281 -0.629
C -0.859 1.595 5.647
C 0.451 3.608 0.860
C 0.954 3.580 2.160
C -4.082 -1.748 1.225
H -3.007 2.268 0.326
H 2.880 2.312 0.993
C -2.197 2.866 0.751
H -8.005 0.117 -4.860
H -4.234 -0.733 3.778
O 0.932 -0.590 -0.904
H -6.084 -2.224 1.863
C 0.850 0.838 7.166
H -2.253 3.872 0.324
C 1.283 -0.095 6.228
C 0.731 2.056 -2.200
C -5.992 0.257 3.002
H 0.972 -0.938 4.292
C -8.514 0.069 -3.896
C 4.534 -0.432 2.071
C -1.579 2.755 -2.345
H -3.122 -1.440 1.669
H -5.503 0.810 2.199
P -1.126 0.502 3.047
C -5.646 1.277 -1.577
H -7.760 1.931 -3.167
C -0.220 1.674 6.868
C -3.787 -0.030 -0.517
C -1.462 2.831 -3.722
C 0.842 2.154 -3.577
H -0.170 2.604 -5.411
C 4.312 0.857 1.615
C -0.422 0.664 4.689
H -5.800 0.411 -3.544
H 1.331 -1.572 2.153
H -2.311 3.132 -4.318
H -3.598 1.210 -2.048
H -9.528 0.438 -4.022
H -5.766 -1.449 4.247
C -2.607 1.614 2.953
N -4.544 -0.696 0.333
H -3.243 3.590 2.462
H 1.584 1.755 -1.601
C 1.934 0.443 1.509
H -1.679 2.268 5.449
S 0.546 -2.073 -0.788
H -5.552 -0.625 0.245
H -3.900 -2.654 0.635
H -6.378 -0.644 -2.257
H -1.507 3.473 2.714
W -0.022 -0.120 0.993
H -6.091 0.928 3.852
C -5.105 -2.057 2.315
H 5.538 -0.764 2.288
H 2.109 -0.749 6.455
S -2.071 -0.310 -0.652
*
```

=====

## 2
Here is C36H46N3OP2S2W as an isolated structure from the Open Molecules 2025 dataset. Energies are from ωB97M-V/def2-TZVPD.

## Properties
LUMO (spin up / spin down): -9.87 / -10.54 eV
orbital gap (spin up / spin down): 0.240 / 0.229 Ha

ORCA input file:
```
! wB97M-V def2-TZVPD RIJCOSX def2/J DEFGRID3
* xyz 3 3
N 1.490 0.403 -3.171
C -3.387 -2.786 2.014
C 0.333 -0.729 2.515
H -0.726 1.062 -4.584
H -3.527 -3.692 -3.114
H -2.894 -4.393 0.661
H 3.297 2.155 -2.104
H 0.928 -5.666 -2.216
H -4.399 -3.603 0.247
S 0.195 -0.916 -1.357
H -1.254 -3.237 2.159
H 3.769 1.829 -0.460
H 4.020 -0.725 3.651
H 0.644 2.520 -6.040
C -1.776 -3.666 -1.842
C 1.732 2.695 -4.188
C -3.044 1.009 5.282
C -0.794 -5.650 -3.498
P -2.464 -2.519 -0.665
C -3.948 0.112 -3.407
C 2.270 1.270 -4.087
H 2.517 1.115 4.326
H 2.976 4.293 -1.352
C 2.943 2.171 -1.085
H -1.929 -2.516 3.605
H 3.951 3.979 0.853
C 2.146 0.314 3.701
H 2.543 3.319 2.809
C -2.544 -4.106 -2.924
C -2.220 0.246 4.472
H 2.208 0.775 -5.056
H 3.319 1.241 -3.805
H 0.829 -2.575 1.501
C 1.294 0.415 -1.864
H -2.631 -5.445 -4.591
H 1.572 3.104 -3.186
H 2.518 4.966 0.958
C -2.043 -5.096 -3.753
H 1.422 3.679 -0.836
H -1.672 2.487 -4.985
H 0.245 3.923 -5.088
C -3.159 -0.832 -2.774
H -0.912 2.365 -3.398
C -0.525 -4.229 -1.580
H -4.692 2.379 5.359
H 0.064 -3.901 -0.732
H 0.932 -0.293 -3.640
C 0.459 2.856 -5.017
H -3.874 -3.489 2.690
C 2.516 -1.750 2.515
C -4.682 -0.794 -0.859
H -4.988 -1.169 0.110
C -5.451 0.157 -1.505
H -3.690 0.454 -4.400
C 1.191 -1.758 2.115
C -2.393 0.265 3.085
H 2.522 3.299 -4.639
C -3.415 1.036 2.533
C 2.863 3.950 0.762
C -5.085 0.604 -2.773
O -2.721 1.653 -0.995
H 1.549 0.999 -0.003
H -3.599 1.044 1.459
H -2.904 0.995 6.354
H 1.200 2.934 1.734
W -1.796 -0.152 -0.332
H -5.705 1.334 -3.278
H -0.412 -6.428 -4.145
C -4.242 1.796 3.347
H -5.035 2.391 2.912
S -1.624 2.539 -0.351
C -0.038 -5.222 -2.413
C -0.777 2.147 -4.464
C -3.390 -3.419 0.623
P -1.402 -0.823 2.049
H 0.169 1.132 3.593
C 2.290 2.996 1.800
C -3.523 -1.306 -1.488
H -2.288 -1.248 -3.267
H 3.175 -2.554 2.219
C -1.970 -2.492 2.515
H 2.696 1.985 1.686
C 2.502 3.582 -0.674
H -3.997 -1.878 2.046
C 0.819 0.320 3.293
C 2.990 -0.718 3.319
C -4.051 1.786 4.721
H -6.350 0.535 -1.036
N -0.732 1.565 0.348
H -1.442 -0.359 4.923
N 1.870 1.159 -0.951
*
```

=====

Of them, 2 has the highest stability.

=====

## 1
Here is an isolated ion of composition C5H15N2 and charge +1 from the Open Molecules 2025 dataset. Energies are from ωB97M-V/def2-TZVPD.

## Properties
LUMO: -2.83 eV
orbital gap: 0.423 Ha
SMILES: C[NH2+]CC[C@@H](C)N

ORCA input file:
```
! wB97M-V def2-TZVPD RIJCOSX def2/J DEFGRID3
* xyz 1 1
H -1.893 1.190 0.236
H -0.571 0.355 -1.773
H -1.332 -0.725 1.713
C 0.717 -2.182 1.670
H -2.032 -1.196 0.262
C -0.924 0.775 0.342
C -0.053 2.419 -1.436
H 1.828 1.109 -0.335
H 1.639 0.451 -1.742
H 0.818 -1.336 2.351
C -0.168 0.988 -0.984
H 0.843 -1.055 -0.034
H -0.097 -2.327 -0.260
H 1.620 -2.623 1.368
N 1.247 0.398 -0.818
H -0.896 2.852 -1.963
H 0.008 -2.830 2.145
C -1.115 -0.755 0.636
H 0.149 3.167 -0.658
H 0.710 2.594 -2.215
H -0.376 1.202 1.184
N 0.071 -1.592 0.446
*
```

=====

## 2
Here is an isolated ion of composition C5H15N2 and charge +1 from the Open Molecules 2025 dataset. Energies are from ωB97M-V/def2-TZVPD.

## Properties
LUMO: -3.58 eV
orbital gap: 0.346 Ha
SMILES: C[C@H]([NH3+])CCCN

ORCA input file:
```
! wB97M-V def2-TZVPD RIJCOSX def2/J DEFGRID3
* xyz 1 1
N 1.153 -1.478 0.901
H 0.905 1.297 1.037
H -0.544 -1.667 2.715
H 0.158 0.569 -3.145
N -1.443 1.375 -1.836
H 1.521 0.087 -1.376
H 1.379 -1.572 -0.111
C 0.268 0.681 0.397
H -1.523 -0.173 2.538
H -0.612 -0.540 -2.097
H 1.030 -2.488 1.347
H -1.209 2.205 -2.408
H 0.953 1.848 -1.254
C -0.116 -0.705 0.980
H 2.018 -1.096 1.343
C -0.338 0.501 -2.137
H -0.843 -1.212 0.345
H -0.014 -0.046 3.195
C 0.702 0.752 -1.107
H -2.294 0.951 -2.197
C -0.542 -0.672 2.434
H -0.607 1.383 0.434
*
```

=====

Of them, 1 has the highest stability.